1.
Here is a 15-piece molecular cluster, H30O15 overall from the OMol25 dataset. Energies are from ωB97M-V with the def2-TZVPD basis set.

Cartesian coordinates (Å):
O  2.38837  0.04934  -0.86401
O  -4.71078  0.04887  -0.02882
O  -0.00419  0.07896  -1.21297
O  2.24733  0.12052  4.03139
O  -2.68079  -2.96006  -1.02172
O  -1.71657  4.60307  0.65674
O  2.07721  3.35010  -0.14997
O  1.62526  -2.37685  -2.87418
O  1.52598  -4.01615  2.47967
O  -0.79775  -0.81718  2.83786
O  4.04267  -2.07654  -2.81431
O  -3.53775  -0.56410  2.94754
O  -1.34945  2.54735  -2.74061
O  -4.05955  -0.57289  -2.38129
O  4.63312  2.18021  0.65134
H  4.97078  1.48286  0.19511
H  1.44755  2.90651  0.43929
H  -3.27958  -0.06736  -2.16602
H  -0.90499  4.28674  1.02800
H  -1.33103  4.82904  -0.27655
H  4.95955  -2.06109  -2.54584
H  0.75172  -2.67532  -3.17340
H  -5.28386  0.03758  -0.80169
H  2.12229  0.71342  -0.20891
H  1.59480  0.31928  3.29708
H  0.71080  -0.31647  -0.71237
H  -3.36527  -0.67896  2.00687
H  2.78386  -0.59671  3.71700
H  -4.79089  0.05711  -2.38720
H  2.46374  -4.22072  2.54864
H  1.55403  -3.02256  2.38722
H  3.69987  2.05467  0.53499
H  2.20494  4.23675  0.13978
H  -2.59037  -2.00709  -1.05907
H  1.42245  -1.99022  -2.02640
H  -1.29525  1.62649  -2.54985
H  -0.44198  2.78838  -2.46628
H  -4.03640  -1.40684  3.27496
H  -1.41232  -0.13378  2.39216
H  -5.20894  -0.18786  0.71922
H  3.63703  -2.67603  -2.14419
H  -0.56185  0.41096  -0.61782
H  -1.77513  -3.37169  -1.23103
H  2.84142  0.56175  -1.54078
H  -0.57008  -0.49345  3.71039

Output
- ΔE to the lowest compared entry with this formula, charge and spin: 115.93 kcal per mole
- E_LUMO: -0.89 eV
- Total charge: 0
- Frontier orbital gap: 10.34 eV


2.
Here is a 2-piece molecular cluster, C5H8Cl2Si overall from the OMol25 dataset. Energies are from ωB97M-V with the def2-TZVPD basis set.

Cartesian coordinates (Å):
Cl  -3.03783  1.08288  -1.79503
Cl  -3.51067  -0.09001  1.66642
Si  -2.46451  -0.14184  -0.20621
C  -2.74572  -1.92469  -0.87618
C  2.99723  0.98542  0.40572
C  1.86949  0.37906  -0.52343
C  0.92938  0.66279  0.31159
C  1.79003  1.16284  1.45211
H  3.84857  0.29654  0.44745
H  -2.23440  -2.82361  -0.33746
H  1.79511  0.47101  2.25809
H  2.05688  0.09653  -1.62166
H  3.35639  1.96922  0.03189
H  1.55369  2.16770  1.76190
H  -3.73528  -2.21582  -1.01549
H  -2.46835  -2.07801  -1.95971

Output
- ΔE to the lowest compared entry with this formula, charge and spin: 122.82 kcal per mole
- E_LUMO (spin up / spin down): -1.12 / -0.49 eV
- Total charge: 0
- Frontier orbital gap (spin up / spin down): 7.74 / 7.70 eV


3.
Here is a 3-piece molecular cluster, C5H11N overall from the OMol25 dataset. Energies are from ωB97M-V with the def2-TZVPD basis set.

Cartesian coordinates (Å):
N  -2.00906  -0.00492  0.39889
C  -1.68857  0.30776  1.56744
C  -1.56793  -1.11349  1.34145
C  0.32586  1.08508  -1.73078
C  1.71900  -0.74722  -0.72715
C  0.61373  -0.33362  -1.34464
H  1.04943  0.98674  2.06261
H  -1.60466  1.19236  2.18764
H  -0.67095  1.37315  -1.38361
H  -2.34295  -1.79955  1.67955
H  1.13261  0.53779  1.47369
H  -0.15328  -1.06269  -1.60535
H  -0.59323  -1.55650  1.14104
H  0.33688  1.20325  -2.82081
H  1.06251  1.77528  -1.30776
H  1.88071  -1.79214  -0.47914
H  2.50990  -0.05126  -0.45308

Output
- ΔE to the lowest compared entry with this formula, charge and spin: 90.67 kcal per mole
- E_LUMO: 1.25 eV
- Total charge: 0
- Frontier orbital gap: 10.79 eV


4.
Here is a 4-piece molecular cluster, C3H12O4 overall from the OMol25 dataset. Energies are from ωB97M-V with the def2-TZVPD basis set.

Cartesian coordinates (Å):
O  2.31570  -0.97644  -2.25356
O  -0.11387  -0.41021  0.35364
O  1.92514  2.44782  -1.55193
O  2.31877  1.13021  0.93407
C  -3.33707  -1.63414  1.52178
C  -2.09824  -1.60638  1.06502
C  -1.53894  -0.44284  0.27972
H  0.19853  0.33955  0.86992
H  1.93567  -0.43960  -1.54511
H  -3.69700  -2.47730  2.09664
H  -1.95977  0.48570  0.67262
H  -1.54963  -2.54490  1.06453
H  2.00096  1.48307  0.08596
H  1.23603  3.10563  -1.70909
H  -3.94425  -0.74510  1.48650
H  2.45086  2.56675  -2.35297
H  2.67102  1.81126  1.51622
H  3.01014  -1.45594  -1.77771
H  -1.82407  -0.63716  -0.75625

Output
- ΔE to the lowest compared entry with this formula, charge and spin: 28.71 kcal per mole
- E_LUMO: 0.33 eV
- Total charge: 0
- Frontier orbital gap: 10.01 eV


What is the ΔE to the lowest compared entry with this formula, charge and spin in the third record? 90.67 kcal per mole